No. 1
The following is a quantum chemistry calculation of a structure of composition C37H37F3N2OSSbV in a non-equilibrium geometry, from the OMol25 dataset.

Positions of all 83 atoms, in Å:
V 0.31917 0.35353 -0.55866
C 2.18910 -1.41389 -4.14035
C 2.12778 -1.97691 -2.71561
C 0.83898 -2.72282 -2.45997
C 0.80728 -4.10550 -2.58500
C -0.36392 -4.81371 -2.36432
C -1.51375 -4.13689 -2.00060
C -1.53577 -2.74877 -1.89754
C -2.83428 -2.07934 -1.50911
C -3.85731 -2.10623 -2.65034
C -0.34758 -2.04311 -2.14660
N -0.30565 -0.61717 -2.07901
C -0.99873 0.09463 -2.93727
C -0.93532 1.48354 -2.75874
C -1.44026 2.60924 -3.41641
C -0.94130 3.71422 -2.72943
C -0.16660 3.22615 -1.67647
N -0.15463 1.87607 -1.67683
H 3.15330 -0.93688 -4.32620
H 1.39892 -0.67925 -4.30479
H 2.06551 -2.21909 -4.86420
H 2.24507 -1.15904 -1.99981
H 2.95913 -2.66740 -2.56694
H 1.71456 -4.63243 -2.85678
H -0.37473 -5.89218 -2.45178
H -2.42253 -4.68764 -1.78699
H -2.66275 -1.05312 -1.18381
H -3.25158 -2.61622 -0.65399
H -3.52297 -1.51039 -3.50081
H -4.82091 -1.71743 -2.32170
H -4.00479 -3.12738 -3.00144
H -1.54209 -0.37225 -3.75291
H -2.10126 2.60884 -4.26828
H -1.12179 4.75241 -2.95684
H 0.38473 3.79964 -0.94671
F 0.73549 1.01961 8.31247
C 0.58068 1.05438 6.98319
C -0.38565 1.88210 6.44486
C -0.54330 1.91274 5.06660
C 0.25061 1.11209 4.25575
C 1.22762 0.29850 4.82341
C 1.39680 0.26019 6.19743
Sb 0.06182 1.09934 2.12127
C -1.95425 1.82566 1.99237
C -3.02065 1.29704 2.71608
C -4.28382 1.85737 2.61915
C -4.46917 2.94781 1.78850
F -5.68805 3.49114 1.69714
C -3.43412 3.49743 1.05771
C -2.17408 2.93092 1.17326
C -0.32984 -1.02120 2.09807
C -1.10158 -1.66662 3.06155
C -1.31919 -3.03262 2.99870
C -0.74178 -3.74665 1.96298
F -0.94300 -5.06852 1.89207
C 0.05826 -3.15226 1.01083
C 0.25531 -1.78156 1.08640
H -0.99836 2.48512 7.10135
H -1.29212 2.56144 4.62839
H 1.85763 -0.31946 4.19309
H 2.14165 -0.37073 6.66326
H -2.87347 0.44497 3.36613
H -5.12129 1.46917 3.18378
H -3.61769 4.35321 0.42189
H -1.35463 3.36655 0.61780
H -1.51006 -1.10319 3.89074
H -1.90682 -3.54696 3.74738
H 0.51921 -3.76176 0.24744
H 0.96889 -1.32502 0.39240
O 2.28320 0.80982 -0.32779
S 2.79326 2.20862 -0.68056
C 4.51210 2.17609 -0.05535
C 5.44408 2.14341 -1.26573
C 4.69104 1.39568 -2.36315
C 3.31987 2.05120 -2.41688
H 4.57101 1.26683 0.54172
H 4.66198 3.03913 0.59110
H 6.38845 1.66221 -1.01509
H 5.66636 3.15836 -1.60007
H 4.58715 0.34087 -2.09809
H 5.19896 1.45704 -3.32495
H 2.54335 1.47683 -2.92121
H 3.36510 3.06037 -2.83113

Results
Charge ... +1
Energy above the lowest of the compared OMol25 structures with the same formula, charge and spin ... 16.2 kcal per mole
2S+1 ... 2
HOMO (alpha / beta) ... -10.1 / -9.4 eV
<S²> ... 0.8163

---

No. 2
The following is a quantum chemistry calculation of a cluster of 2 separate species, C6H19N4O4P in total in a non-equilibrium geometry, from the OMol25 dataset.

Positions of all 34 atoms, in Å:
C -0.98128 -2.43747 -0.00085
C -0.42348 -1.08731 1.83207
C -0.39241 -3.16981 -1.16592
C 0.61841 -0.13866 2.40792
C -0.49079 1.27247 -1.07949
C 1.55443 0.85351 0.35685
N 2.33597 1.84117 -0.06064
N 0.07842 -1.90619 0.78207
N 0.10157 -2.17723 -2.18417
N 0.94386 1.03038 1.52706
O -2.34487 3.30987 -0.83282
O -0.81080 2.99465 1.21020
O -0.02431 3.98939 -0.95985
O 1.84662 -0.31243 -0.17660
P -0.94609 2.77386 -0.23781
H -1.81268 -1.71568 -0.18285
H -1.27915 -3.34203 0.53886
H -1.11955 -1.57714 2.53216
H -1.09780 -0.41516 1.31445
H -1.23821 -3.80820 -1.64841
H 0.49912 -3.74880 -0.84157
H 1.54430 -0.78794 2.52778
H 0.34504 0.15768 3.40041
H -1.11819 0.37739 -0.94357
H -0.63168 1.67416 -2.12082
H 2.23531 2.75188 0.37732
H 2.68963 1.80401 -0.95482
H 0.64861 -2.60555 1.21000
H 0.86486 -2.58815 -2.74207
H 0.16323 3.92287 -1.90302
H -0.60131 -2.19422 -2.91889
H -2.52545 4.17817 -0.60828
H 0.45246 1.92909 1.58042
H 0.91622 -0.84856 -0.03513

Results
Energy above the lowest of the compared OMol25 structures with the same formula, charge and spin ... 0.0 kcal per mole
HOMO ... -6.9 eV

---

No. 3
The following is a quantum chemistry calculation of a structure of composition C4H5N2S2 in a non-equilibrium geometry, from the OMol25 dataset.

Positions of all 13 atoms, in Å:
C 0.61747 -1.01259 0.04420
C 2.06473 0.63866 -0.02992
C -0.54820 1.00754 0.19301
C -1.49103 -0.10789 -0.23661
N 0.79089 0.32255 0.07750
N -0.64929 -1.32993 0.03835
S 3.24637 1.60080 -0.06526
S 2.11982 -1.71647 0.00322
H -0.51864 1.98469 -0.38615
H -0.62855 1.14184 1.21343
H -2.46917 -0.12624 0.32127
H -1.66611 -0.10006 -1.25942
H -0.86828 -2.30290 0.08638

Results
Charge ... +1
Energy above the lowest of the compared OMol25 structures with the same formula, charge and spin ... 0.0 kcal per mole
HOMO ... -13.5 eV

---

no.,DFT total energy (hartree)
1,-3498.64356
2,-1101.34717
3,-1060.99406